1.
A cluster of 2 separate species, C27H55N3O4P in total. Source: the OMol25 dataset; level of theory: ωB97M-V/def2-TZVPD.

charge	+1
2S+1	1

CARTESIAN COORDINATES (ANGSTROEM)
C1 -3.95897 6.36421 -2.62783
C2 -2.95543 5.20443 -2.93358
C3 -2.83318 4.82558 -4.44211
C4 -1.52983 4.04805 -4.83978
C5 -1.16985 2.82123 -3.94011
C6 -0.46010 3.13261 -2.58060
C7 0.76649 4.09835 -2.64494
C8 2.15583 3.35438 -2.72627
C9 2.48451 2.83756 -4.17991
C10 3.10891 1.39711 -4.20521
C11 2.02547 0.25276 -4.36344
C12 1.64539 -0.32168 -2.96033
C13 0.28359 -1.14447 -2.95654
C14 -0.53931 -0.68196 -1.70602
C15 -1.54700 -1.77326 -1.15227
C16 -1.84868 -1.37379 0.35833
C17 -1.23416 -2.39226 1.39491
C18 -0.03509 -1.79006 2.21207
C19 1.32056 -2.31713 1.65203
C20 2.55063 -1.69431 2.41974
N1 2.63468 -0.27008 1.94358
C21 2.15068 0.63114 2.79369
C22 2.16727 2.02017 2.34718
N2 1.65756 3.06422 3.10637
C23 2.71798 2.18976 1.03641
C24 3.22546 1.09330 0.28342
N3 3.16559 -0.14320 0.77301
H1 -3.89856 7.13483 -3.41971
H2 -3.66622 6.78939 -1.63820
H3 -4.96837 5.92624 -2.49209
H4 -3.20954 4.26496 -2.38015
H5 -1.93347 5.48094 -2.56872
H6 -2.80189 5.79354 -5.00697
H7 -3.72489 4.28510 -4.83028
H8 -1.72079 3.63536 -5.86265
H9 -0.71862 4.79509 -4.96707
H10 -2.14005 2.31710 -3.68973
H11 -0.61292 2.07129 -4.55229
H12 -0.07207 2.15526 -2.19455
H13 -1.20152 3.46713 -1.82330
H14 0.79464 4.63983 -1.66206
H15 0.71411 4.88726 -3.42095
H16 2.22299 2.57507 -1.93922
H17 2.90800 4.14421 -2.46615
H18 1.56123 2.92628 -4.78738
H19 3.25154 3.53483 -4.59121
H20 3.75496 1.22739 -3.31359
H21 3.79486 1.37085 -5.08705
H22 1.15693 0.60032 -4.95850
H23 2.50050 -0.57487 -4.94359
H24 2.46210 -0.93480 -2.50788
H25 1.52368 0.55322 -2.27249
H26 0.51229 -2.22863 -2.89743
H27 -0.25993 -0.94050 -3.90840
H28 -1.14975 0.21435 -1.93539
H29 0.19587 -0.50830 -0.87878
H30 -2.48566 -1.64275 -1.73518
H31 -1.16570 -2.80920 -1.24893
H32 -1.42525 -0.35762 0.53225
H33 -2.95044 -1.29418 0.48276
H34 -2.04136 -2.63825 2.12348
H35 -0.90963 -3.30650 0.85721
H36 -0.14082 -0.68119 2.16571
H37 -0.09961 -2.09805 3.28217
H38 1.38475 -1.98124 0.58579
H39 1.39059 -3.42342 1.63472
H40 2.40112 -1.73686 3.51701
H41 3.47016 -2.24064 2.12277
H42 1.73277 0.34552 3.77370
H43 2.04708 3.93219 2.74288
H44 1.85487 2.93683 4.09666
H45 2.78150 3.19475 0.57851
H46 3.65539 1.23317 -0.72380
C25 0.15822 -4.01096 7.35450
O1 -0.69825 -5.10195 7.03941
P1 -1.03797 -5.39970 5.41495
O2 -1.07826 -3.96960 4.95193
O3 -2.53927 -5.90601 5.81505
C26 -2.72773 -6.79866 6.91900
O4 -1.21886 -6.03580 3.85820
C27 -1.10389 -7.46382 3.73871
H47 0.55140 -4.16951 8.35915
H48 0.99169 -3.94628 6.65508
H49 -0.41494 -3.08474 7.34664
H50 -2.93806 -6.22531 7.82235
H51 -1.85329 -7.43051 7.08039
H52 -3.58527 -7.43467 6.70198
H53 -2.03164 -7.94019 4.06305
H54 -0.26997 -7.84081 4.33286
H55 -0.92779 -7.70946 2.69303

Atomic partial charges in e from the Löwdin method, atoms 1 to 2: atom 1 (C): -0.107, atom 2 (C): -0.275



2.
A cluster of 2 separate species, C3H7Cl2P in total. Source: the OMol25 dataset; level of theory: ωB97M-V/def2-TZVPD.

energy above the lowest of the compared OMol25 structures with the same formula, charge and spin	45.2	kcal/mol
2S+1	1

CARTESIAN COORDINATES (ANGSTROEM)
C1 -0.73917 1.28910 -0.01872
C2 1.34632 -0.18991 -0.34941
C3 -0.00589 0.02838 0.15172
P1 -0.55616 -1.10538 1.49736
Cl1 2.17371 1.35495 -0.63636
Cl2 -1.38247 -1.15076 -1.79425
H1 -0.31831 1.87208 -0.79931
H2 -1.79993 1.03797 0.15521
H3 -0.58503 2.05764 0.88072
H4 1.93933 -0.72483 0.36713
H5 1.23098 -0.81469 -1.23737
H6 0.32565 -2.12196 0.85599
H7 -1.62904 -1.53260 0.92731

Atomic partial charges in e from the Löwdin method, atoms 1 to 2: atom 1 (C): -0.214, atom 2 (C): -0.652



3.
A cluster of 8 separate species, H14NO10 in total. Source: the OMol25 dataset; level of theory: ωB97M-V/def2-TZVPD.

charge	-1
energy above the lowest of the compared OMol25 structures with the same formula, charge and spin	32.1	kcal/mol
2S+1	1

CARTESIAN COORDINATES (ANGSTROEM)
N1 3.19208 -35.78016 3.91594
O1 3.72510 -35.67876 5.01241
O2 1.97477 -35.49752 3.89246
O3 3.84585 -35.45212 2.89822
O4 4.00967 -34.72207 7.54073
H1 3.86035 -35.31136 6.81777
H2 3.97300 -33.92555 7.02940
O5 3.79911 -34.64656 0.08443
H3 3.30913 -35.37674 0.48160
H4 4.57229 -34.69608 0.65590
O6 6.26335 -34.97872 1.28574
H5 6.49231 -34.05668 1.40941
H6 5.94237 -35.23876 2.12298
O7 -0.18006 -35.07481 5.62261
H7 -0.85253 -34.76205 5.01562
H8 0.58184 -35.44910 5.13373
O8 5.82494 -33.49368 3.93273
H9 5.46081 -32.67630 3.59601
H10 5.13128 -34.11965 3.96927
O9 2.71391 -32.74776 2.91183
H11 2.69137 -33.65822 3.16284
H12 1.84084 -32.51187 2.57105
O10 1.58402 -35.74679 1.21500
H13 1.84751 -35.57574 2.13904
H14 1.56800 -36.70767 1.14830

Atomic partial charges in e from the Löwdin method, atoms 1 to 2: atom 1 (N): -0.499, atom 2 (O): 0.007



4.
The molecule C3H7ClN2O. Source: the OMol25 dataset; level of theory: ωB97M-V/def2-TZVPD.

SMILES	CNN(Cl)C(C)=O
energy above the lowest of the compared OMol25 structures with the same formula, charge and spin	41.6	kcal/mol
2S+1	1

CARTESIAN COORDINATES (ANGSTROEM)
C1 0.97550 -1.21139 -0.04655
C2 -0.24877 -2.04053 0.05844
C3 -0.88313 1.89455 -0.33799
N1 -0.41507 0.78476 0.54611
N2 0.77232 0.14595 -0.02680
O1 2.07834 -1.63209 -0.23122
Cl1 2.25254 1.05580 -0.02158
H1 -0.83724 -1.58056 0.90058
H2 -0.78954 -1.83861 -0.83721
H3 0.07210 -3.11156 0.15437
H4 -1.42341 1.50932 -1.15928
H5 -1.53098 2.47808 0.15342
H6 0.06638 2.43818 -0.54053
H7 -0.08903 1.10809 1.38824

Atomic partial charges in e from the Löwdin method, atoms 1 to 2: atom 1 (C): -0.643, atom 2 (C): -0.004



5.
A structure of composition C3H3NO2. Source: the OMol25 dataset; level of theory: ωB97M-V/def2-TZVPD.

energy above the lowest of the compared OMol25 structures with the same formula, charge and spin	40.9	kcal/mol
2S+1	1

CARTESIAN COORDINATES (ANGSTROEM)
C1 0.64701 -0.12891 -0.01174
C2 -0.16932 0.90289 0.01857
C3 -1.38753 -0.73865 -0.06374
H1 2.41571 0.53604 0.24899
H2 0.05335 1.98088 -0.03976
H3 -2.01684 -1.55114 -0.05039
N1 -1.43703 0.55088 -0.04558
O1 2.00427 -0.30131 -0.09917
O2 -0.10961 -1.25069 0.04283

Atomic partial charges in e from the Löwdin method, atoms 1 to 2: atom 1 (C): -0.376, atom 2 (C): -0.157



6.
The ion CH8N5O with charge +1. Source: the OMol25 dataset; level of theory: ωB97M-V/def2-TZVPD.

SMILES	NNN/[NH+]=C(/N)O
charge	+1
energy above the lowest of the compared OMol25 structures with the same formula, charge and spin	35.4	kcal/mol
2S+1	1

CARTESIAN COORDINATES (ANGSTROEM)
C1 1.79191 0.10697 0.06116
N1 2.57730 -0.96666 -0.27288
N2 -2.29155 -0.39589 0.04853
N3 0.47839 -0.09917 0.33639
N4 -1.38967 1.05783 -0.39969
N5 -0.35129 1.09530 0.42833
O1 2.23661 1.32097 -0.18058
H1 2.28876 -1.90166 -0.16238
H2 3.55332 -0.80413 -0.27622
H3 -2.94384 -0.42292 -0.76689
H4 -2.77954 -0.25780 0.91978
H5 -0.11692 -0.99536 0.23119
H6 -1.17408 0.79009 -1.45452
H7 1.63262 2.19109 -0.20369
H8 -0.51707 1.19936 1.53108

Atomic partial charges in e from the Löwdin method, atoms 1 to 2: atom 1 (C): -0.373, atom 2 (N): 0.236



7.
The molecule C6H10O. Source: the OMol25 dataset; level of theory: ωB97M-V/def2-TZVPD.

SMILES	C[C@H]1C[C@H]1CC=O
energy above the lowest of the compared OMol25 structures with the same formula, charge and spin	45.6	kcal/mol
2S+1	1

CARTESIAN COORDINATES (ANGSTROEM)
C1 1.28948 -1.51265 0.34045
C2 0.89062 -0.65481 -0.84915
C3 -0.53295 -0.80251 -1.18220
C4 0.02988 0.53917 -0.60221
C5 -0.18107 1.09637 0.78856
C6 -1.37567 2.00810 0.81787
O1 -2.23642 2.02032 -0.00910
H1 1.43178 -2.53410 -0.02581
H2 0.50017 -1.57031 1.10352
H3 2.21252 -1.18824 0.82473
H4 1.62074 -0.63234 -1.65390
H5 -0.76306 -0.78250 -2.25134
H6 -1.19693 -1.39452 -0.58675
H7 -0.58156 0.97616 -1.36662
H8 0.68034 1.65430 1.19270
H9 -0.36811 0.31635 1.53893
H10 -1.47078 2.66137 1.69584

Atomic partial charges in e from the Löwdin method, atoms 1 to 2: atom 1 (C): -0.071, atom 2 (C): -0.322



8.
A cluster of 2 separate species, C2H10N2O2 in total. Source: the OMol25 dataset; level of theory: ωB97M-V/def2-TZVPD.

energy above the lowest of the compared OMol25 structures with the same formula, charge and spin	115.9	kcal/mol
2S+1	1

CARTESIAN COORDINATES (ANGSTROEM)
C1 1.45106 2.23427 -0.45328
N1 0.07844 -1.14969 -0.04590
N2 0.73171 -2.35381 0.14180
O1 1.01427 0.91869 -0.42224
H1 0.56891 -0.14850 0.40945
H2 0.44358 -3.02282 -0.56716
H3 0.51338 -2.71552 1.06545
H4 0.78616 2.95399 0.05503
H5 1.54745 2.63086 -1.47731
H6 2.44878 2.33621 0.01024
C2 -2.01363 -0.13242 0.46666
O2 -1.36495 -1.32179 -0.00756
H7 0.34634 -0.66045 -0.95240
H8 -1.62675 0.74816 -0.04962
H9 -1.85243 -0.01033 1.54199
H10 -3.07233 -0.30684 0.28486

Atomic partial charges in e from the Löwdin method, atoms 1 to 2: atom 1 (C): -0.281, atom 2 (N): -0.153



9.
A cluster of 2 separate species, C5H13N3 in total. Source: the OMol25 dataset; level of theory: ωB97M-V/def2-TZVPD.

SMILES	[H]/N=C/C(N)N.C=CC
energy above the lowest of the compared OMol25 structures with the same formula, charge and spin	37.3	kcal/mol
2S+1	1

CARTESIAN COORDINATES (ANGSTROEM)
C1 -2.46135 0.30955 0.35483
C2 -1.63935 -0.60158 -0.49652
C3 -1.60492 -0.57026 -1.82433
H1 0.18932 0.64994 -0.30318
H2 -2.88459 1.12128 -0.23099
H3 -3.27333 -0.25168 0.81145
H4 -1.84569 0.72331 1.16151
H5 -1.03557 -1.27895 -2.39879
H6 -2.05767 0.23735 -2.38191
C4 1.27706 0.48599 0.08416
N1 1.93141 1.76200 0.23849
N2 1.90741 -0.37345 -0.88934
N3 0.96655 -1.41016 1.49943
C5 1.07172 -0.15618 1.42410
H7 2.06132 2.21244 -0.65896
H8 2.85725 1.63901 0.63764
H9 2.83948 -0.66990 -0.60746
H10 1.30161 -1.15678 -1.10237
H11 0.75389 -1.77558 2.42672
H12 -1.20647 -1.45336 0.02755
H13 0.85192 0.55700 2.22797

Atomic partial charges in e from the Löwdin method, atoms 1 to 2: atom 1 (C): -0.105, atom 2 (C): -0.291



no.,calculated total energy (eV),E_HOMO (eV)
1,-50831.26490,-11.967
2,-37555.36607,-9.192
3,-22191.05659,-6.774
4,-20772.38195,-9.666
5,-8743.35785,-8.935
6,-10654.43753,-13.299
7,-8429.26448,-9.076
8,-9306.54174,-8.271
9,-9864.74888,-9.057